An isolated molecule of C5H6O. Source: the OMol25 dataset; level of theory: the ωB97M-V functional and the def2-TZVPD basis.

Last column: Mulliken charge in e.
Positions of all 12 atoms, in Å:
C1 1.0834 1.1700 1.6671  -0.794
C2 1.2813 0.4160 0.6093  0.272
C3 1.1171 -0.2747 -0.4553  -0.015
C4 0.2257 -0.8631 -1.2292  -0.286
C5 -1.0023 -1.3258 -0.4502  -0.376
O1 -1.6507 -0.1640 0.0276  -0.471
H1 1.4837 2.1679 1.7813  0.247
H2 0.4454 0.7888 2.4636  0.302
H3 0.2191 -0.8147 -2.3140  0.332
H4 -0.6945 -1.9842 0.3793  0.244
H5 -1.7269 -1.8473 -1.0799  0.272
H6 -0.9746 0.3453 0.5074  0.272

Frontier orbital gap: 9.09 eV
SMILES string: C=C=C=CCO
LUMO level: -0.09 eV
DFT total energy: -7325.9114 eV
Total charge: 0